# 1
Formula: C29H45AuFP2
Source: OMol25
Level of theory: the ωB97M-V functional and the def2-TZVPD basis

```
78
Properties=species:S:1:pos:R:3:forces:R:3
Au 0.147 -2.458 1.868 -0.038 1.170 -0.824
C 3.548 -2.056 1.498 0.785 1.851 0.101
C 3.561 -0.758 2.080 -0.238 -0.697 0.077
C 1.935 -2.013 3.178 1.057 -1.973 -1.281
C 2.554 -2.843 2.135 -1.957 0.737 2.299
C 2.573 -0.710 3.077 1.176 0.252 -0.865
C 4.495 -2.492 0.444 0.117 -0.266 -0.467
H 4.595 -1.719 -0.334 0.017 -0.210 0.217
H 4.169 -3.416 -0.051 0.135 0.235 0.135
H 5.508 -2.671 0.850 -0.394 0.085 -0.088
C 2.360 -4.294 1.872 -0.301 -0.466 -0.205
H 2.664 -4.497 0.844 -0.024 -0.202 0.060
H 1.296 -4.557 1.939 0.372 -0.262 0.111
H 2.913 -4.965 2.530 0.166 0.083 0.121
C 1.159 -2.503 4.372 -0.497 -0.170 -0.128
H 1.722 -2.945 5.188 0.561 0.107 0.068
H 0.466 -3.288 4.029 0.115 0.147 0.549
H 0.562 -1.682 4.775 -0.049 -0.158 0.071
C 2.244 0.505 3.849 -0.450 0.414 0.278
H 2.953 0.727 4.666 -0.161 -0.204 -0.313
H 1.246 0.418 4.288 0.138 0.078 0.057
H 2.232 1.384 3.186 0.084 -0.200 0.190
C 4.447 0.367 1.656 0.052 0.398 -0.245
H 5.252 0.608 2.367 -0.257 -0.177 -0.069
H 3.859 1.286 1.525 0.151 -0.066 0.020
H 4.932 0.154 0.693 -0.113 0.049 0.251
C 0.424 -1.214 -1.743 0.720 -0.620 0.031
C 1.694 -0.814 -1.930 -0.198 -0.745 0.196
C 2.297 0.541 -1.799 0.087 0.744 -1.006
C 1.244 1.633 -1.528 1.137 -0.040 0.413
C 0.759 1.583 -0.124 -1.785 -0.425 1.173
C -0.410 1.036 0.303 1.290 0.706 0.085
C -1.399 0.258 -0.502 0.129 -0.603 -0.555
C -0.877 -0.478 -1.797 -1.268 0.315 0.728
H 2.872 0.795 -2.715 -0.250 -0.113 0.315
H 0.426 1.499 -2.238 -0.233 0.006 -0.230
H 3.053 0.561 -0.988 -0.419 -0.172 -0.201
H -0.963 0.187 -2.675 0.350 -0.310 0.245
H 0.274 -2.291 -1.543 0.211 0.514 -0.662
H 2.413 -1.600 -2.195 -0.128 0.106 0.710
H -1.632 -1.258 -1.992 0.140 0.319 -0.022
H -1.818 -0.535 0.138 0.163 0.280 -0.021
H -0.701 1.148 1.363 0.432 -0.102 -0.539
H -2.259 0.899 -0.760 0.055 -0.064 -0.057
H 1.680 2.621 -1.707 -0.003 -0.028 -0.079
H 1.418 2.043 0.622 -0.284 -0.057 -0.277
P -1.281 2.528 -3.250 -1.508 1.673 -2.230
C -2.017 1.616 -4.653 0.380 -0.917 0.348
C -0.364 3.808 -4.188 0.896 -0.382 0.652
P -2.560 4.242 -1.032 -0.379 0.723 0.639
C -2.728 3.486 -2.698 -0.074 -0.636 0.435
C -2.081 5.944 -1.556 0.205 -0.221 0.078
C -4.346 4.651 -0.827 0.029 -0.242 0.037
H -2.813 0.962 -4.273 0.232 0.089 -0.239
H -1.251 1.020 -5.171 -0.330 0.124 0.085
H -2.432 2.372 -5.332 0.088 -0.143 0.213
H -1.036 4.174 -4.979 0.167 -0.138 0.295
H 0.527 3.338 -4.629 -0.192 0.370 0.040
H -0.074 4.624 -3.513 0.036 -0.212 -0.340
H -4.665 5.295 -1.659 -0.105 -0.206 0.281
H -4.486 5.178 0.126 -0.062 -0.188 -0.289
H -4.923 3.716 -0.826 -0.038 0.331 0.138
H -3.581 2.799 -2.665 0.142 0.010 0.002
H -2.924 4.259 -3.451 0.137 -0.188 -0.151
H -2.103 6.577 -0.658 0.160 -0.072 -0.378
H -2.810 6.320 -2.289 0.320 0.032 0.152
H -1.071 5.923 -1.984 -0.203 0.325 0.183
F -4.797 -5.704 2.419 0.427 0.632 -0.297
C -3.833 -4.784 2.075 -0.267 -0.661 0.340
C -3.855 -3.546 2.723 0.551 0.193 -0.702
C -2.793 -2.658 2.446 -0.548 -1.211 0.254
C -1.749 -3.099 1.634 0.701 1.130 -0.432
C -1.803 -4.294 0.936 -0.824 -1.040 0.380
C -2.850 -5.199 1.170 -0.049 0.873 0.185
H -4.640 -3.284 3.432 0.099 -0.231 -0.255
H -2.728 -1.698 2.950 -0.089 -0.170 -0.002
H -0.966 -4.586 0.306 -0.240 -0.067 0.008
H -2.857 -6.177 0.697 -0.257 0.156 0.205
```
Forces are in eV/Å.

The HOMO energy (alpha / beta) is -9.865 / -9.809 eV. Its spin multiplicity is 3. The electronic energy comes out at -55778.590 eV. The HOMO-LUMO gap (alpha / beta) is 7.6010 / 2.9090 eV. Its charge is +1. Its LUMO energy (alpha / beta) is -2.26 / -6.90 eV. Its expectation value of S² is 2.019. As for the energy relative to the best compared isomer or geometry (same formula, charge and spin): 44.9 kcal/mol.

These are the Mulliken partial charges, in e, on atoms 1 to 2: number 1, Au, carries -0.039; number 2, C, carries 0.535

---

# 2
Formula: C29H45BF3N12O25PS2
Source: OMol25
Level of theory: the ωB97M-V functional and the def2-TZVPD basis

```
118
Properties=species:S:1:pos:R:3:forces:R:3
H 2.905 1.623 -4.931 -0.575 -0.600 1.366
N 2.448 1.448 -4.004 -1.738 3.247 0.179
C 1.803 2.562 -3.735 0.629 -1.203 -0.389
C 0.895 2.839 -2.449 0.521 -0.515 0.470
C 0.613 1.523 -1.560 -0.535 -1.887 1.061
C -0.627 0.637 -1.938 1.699 -0.645 1.954
C -1.501 1.154 -3.196 -0.216 0.410 0.628
C -2.531 2.335 -2.744 0.996 0.160 0.166
S -3.883 1.694 -1.600 0.844 0.520 1.568
C -3.286 1.858 0.160 2.116 -1.252 3.123
N -2.804 0.851 1.054 -1.631 3.493 -2.489
N -2.498 1.415 2.269 -1.376 5.071 -1.653
C -2.758 2.816 2.141 -0.007 -3.578 -1.742
O -3.236 3.107 0.846 0.577 -2.214 1.112
C -0.994 -0.674 -1.139 2.616 2.485 1.283
C -2.230 -1.562 -1.596 0.790 -0.784 -1.237
C -1.805 -2.221 -3.025 0.296 -0.106 -0.605
O -1.014 -3.423 -2.865 -0.847 1.505 -0.898
C -3.107 -2.566 -3.938 -0.740 -0.533 -0.376
F -3.408 -1.462 -4.824 0.360 -2.316 1.945
F -4.264 -2.835 -3.149 2.533 0.707 -2.129
F -2.904 -3.692 -4.784 -0.567 2.746 1.936
C -0.069 -1.007 0.088 0.546 1.979 -1.378
C 1.165 -0.108 0.479 -1.202 0.456 -1.940
C 1.569 1.175 -0.344 -3.188 -3.077 -1.320
P 3.090 2.225 0.095 1.563 1.551 0.451
O 4.360 1.269 0.763 -2.126 1.499 -1.121
O 3.802 2.946 -1.305 -1.158 -1.256 1.718
S 2.598 3.722 1.268 0.062 -0.900 -0.494
C 1.990 -0.589 1.786 0.027 0.566 0.932
O 2.444 0.188 2.654 -1.421 -2.679 -3.199
C 2.133 -2.196 1.915 -2.740 -1.160 -1.422
B 3.503 -2.891 2.480 1.200 -0.614 0.961
O 4.684 -3.145 1.702 -1.891 2.037 1.289
C 3.577 -3.301 4.074 0.277 0.114 0.895
C 3.836 -1.995 5.024 -0.807 -0.461 -0.827
C 1.008 -3.009 1.558 2.341 3.024 0.202
O 1.140 -4.431 1.723 -0.566 3.356 0.808
N 1.077 -5.087 0.531 0.102 -3.545 0.768
O 1.163 -6.253 0.812 -0.180 1.964 -1.660
C -0.344 -2.309 1.006 -1.327 -0.567 0.540
O -1.480 -2.729 1.312 3.903 1.331 -1.340
H 1.848 3.410 -4.518 -0.269 -0.926 1.447
H 1.382 3.598 -1.723 -0.698 -1.092 -1.433
H -0.058 3.352 -2.824 1.316 -0.948 0.702
H -0.812 1.551 -4.035 -1.012 -0.632 1.426
H -2.154 0.341 -3.658 1.031 0.961 0.783
H -2.019 3.175 -2.166 -0.605 -1.174 -0.902
H -3.056 2.804 -3.655 0.627 -0.886 1.467
H -2.662 3.679 2.880 -0.069 -1.575 -1.176
H -2.473 -2.445 -0.918 0.589 1.401 -0.650
H -3.201 -0.989 -1.769 1.583 -0.415 0.453
H -1.156 -1.494 -3.650 -1.333 -0.869 0.963
H -0.619 -3.551 -3.769 -0.236 -0.255 1.173
H 4.606 1.675 1.635 -0.622 -0.285 -1.027
H 3.676 3.929 -1.250 0.000 -1.296 0.422
H 5.435 -2.800 2.249 -0.606 -1.158 -0.569
H 2.610 -3.784 4.446 1.208 0.545 -0.635
H 4.431 -4.041 4.292 -1.247 0.992 -0.605
H 4.576 -1.325 4.470 -0.896 -0.660 1.207
H 4.195 -2.311 6.067 -0.422 0.578 -1.669
H 2.821 -1.465 5.106 1.713 -0.455 0.014
C 6.341 1.328 -6.880 0.330 0.033 -0.095
N 5.232 0.639 -6.171 0.050 -0.425 0.270
O 5.460 -0.466 -5.715 -0.357 0.623 -0.246
O 4.168 1.237 -6.098 0.878 -0.382 -0.680
H 7.219 0.685 -6.867 -0.207 0.023 0.063
H 6.013 1.514 -7.902 -0.040 0.092 0.163
H 6.539 2.261 -6.352 -0.134 -0.049 -0.123
C -2.329 6.780 -0.106 -0.383 0.001 -0.082
N -1.075 6.051 -0.429 0.287 -0.108 0.059
O -1.147 5.140 -1.242 0.146 0.308 0.256
O -0.065 6.414 0.140 -0.432 -0.225 -0.365
H -3.144 6.350 -0.685 0.190 -0.014 0.063
H -2.511 6.664 0.962 0.117 0.116 -0.098
H -2.178 7.826 -0.370 0.061 -0.104 0.158
C -2.704 1.423 5.774 0.168 -0.037 -0.097
N -1.618 2.411 6.005 0.343 -0.158 -0.109
O -0.494 1.977 6.193 -0.529 0.494 -0.013
O -1.933 3.593 5.989 0.250 -0.382 -0.026
H -2.283 0.422 5.815 0.058 0.266 -0.017
H -3.444 1.561 6.556 0.228 0.246 -0.233
H -3.126 1.624 4.790 0.020 0.017 0.133
C 0.847 -2.357 -6.659 -0.120 0.312 0.069
N 0.912 -3.799 -6.303 0.189 -0.049 -0.137
O 0.264 -4.163 -5.332 0.300 -0.248 -0.365
O 1.606 -4.511 -7.004 -0.518 0.274 0.550
H 0.195 -1.849 -5.951 0.112 -0.115 -0.092
H 1.860 -1.958 -6.605 -0.096 -0.066 -0.097
H 0.447 -2.286 -7.670 0.170 -0.020 0.074
C 8.086 -4.150 0.218 -0.257 -0.107 -0.311
N 8.159 -3.989 1.694 0.123 0.031 0.300
O 7.120 -4.120 2.323 0.779 0.062 -0.039
O 9.253 -3.737 2.167 -0.632 -0.123 -0.154
H 7.056 -4.369 -0.060 0.114 0.062 0.164
H 8.416 -3.214 -0.231 0.091 -0.142 0.080
H 8.744 -4.974 -0.056 0.040 0.185 0.051
C -6.413 -0.983 6.669 -0.211 -0.331 -0.436
N -5.329 0.005 6.900 -0.087 -0.350 -0.041
O -4.201 -0.429 7.085 -0.812 0.200 0.290
O -5.647 1.185 6.890 0.297 -0.453 0.201
H -5.989 -1.985 6.706 0.041 0.215 0.039
H -7.150 -0.848 7.454 0.110 0.101 -0.325
H -6.839 -0.781 5.686 0.072 0.091 0.100
C -5.864 0.752 10.371 0.153 0.263 0.138
N -6.550 -0.563 10.475 -0.060 -0.193 0.495
O -6.663 -1.049 11.585 -0.045 0.105 -0.778
O -6.951 -1.061 9.432 0.138 0.103 0.886
H -5.564 1.071 11.367 -0.090 -0.160 -0.121
H -4.993 0.619 9.729 -0.157 0.036 -0.042
H -6.571 1.458 9.936 0.121 -0.130 -0.100
C -2.710 0.039 -7.854 -0.093 -0.317 -0.045
N -1.641 1.035 -7.577 0.177 0.176 0.039
O -0.513 0.608 -7.382 -0.410 0.322 -0.025
O -1.971 2.209 -7.566 0.292 -0.586 0.059
H -2.275 -0.958 -7.833 -0.003 0.193 0.042
H -3.468 0.146 -7.077 0.042 0.061 -0.146
H -3.120 0.261 -8.839 -0.023 0.081 0.169
```
Forces are in eV/Å.

The HOMO energy is -8.522 eV. The electronic energy comes out at -139626.228 eV. The HOMO-LUMO gap is 7.4074 eV. Its charge is 0. Its LUMO energy is -1.11 eV.

These are the Mulliken partial charges, in e, on atoms 1 to 2: number 1, H, carries 0.370; number 2, N, carries -0.475

---

# 3
Formula: C29H45BN6OPdS4
Source: OMol25
Level of theory: the ωB97M-V functional and the def2-TZVPD basis

```
87
Properties=species:S:1:pos:R:3:forces:R:3
Pd -1.571 2.710 -2.036 0.684 -0.577 -0.389
C -1.887 3.271 3.210 -0.101 0.863 0.611
C -0.888 2.501 2.422 0.426 -0.798 0.218
C 0.139 1.753 2.989 -0.446 1.171 -0.481
C 1.061 1.037 2.188 -1.623 0.483 0.122
N 0.759 0.815 0.929 0.884 -0.194 0.088
N -0.303 1.390 0.393 -0.826 0.959 0.893
B -0.717 0.751 -0.911 0.500 1.320 -0.812
N 0.386 0.261 -1.822 0.476 -1.161 -1.336
N 0.652 -1.068 -1.526 -0.171 0.980 -0.934
C 1.399 -1.727 -2.378 -0.331 0.245 -0.848
C 1.973 -1.061 -3.535 -0.450 0.358 -0.015
C 1.603 0.227 -3.909 0.285 -1.191 0.261
C 2.032 0.862 -5.225 0.209 -0.627 -0.519
C 0.729 0.867 -2.984 1.008 1.087 1.240
S 0.490 2.632 -3.102 -1.279 -1.113 -0.123
C 1.518 -3.256 -2.233 0.442 0.296 0.455
C 1.317 -3.946 -3.607 0.487 -0.181 0.451
C 0.435 -3.789 -1.267 -0.234 0.255 -0.274
C 2.941 -3.505 -1.623 -0.494 -0.123 0.554
N -1.933 -0.109 -0.923 -1.608 -0.305 -0.478
N -1.989 -0.907 0.173 -1.409 1.076 -0.782
C -3.208 -1.284 0.534 1.492 0.419 0.872
C -4.362 -0.927 -0.185 0.775 0.552 -2.215
C -4.257 -0.389 -1.488 -0.360 -1.202 1.722
C -5.454 -0.251 -2.410 0.560 -1.654 -0.733
C -2.950 0.073 -1.827 -0.090 -0.183 1.203
S -2.761 1.065 -3.223 0.550 0.261 0.063
C -3.208 -1.962 1.901 -0.276 -0.219 0.134
C -3.464 -0.858 2.965 -0.749 0.197 -0.168
C -4.339 -2.988 1.920 0.253 -1.706 0.069
C -1.839 -2.639 2.123 0.330 0.243 -0.396
C -1.071 2.332 1.034 -0.272 -0.960 -1.220
S -2.347 3.102 0.086 0.851 -0.236 0.813
C 2.220 0.351 2.828 0.167 -0.597 -1.359
C 3.048 1.289 3.662 1.408 0.251 1.330
C 3.111 -0.112 1.690 1.290 -0.427 -1.000
C 1.598 -0.858 3.541 0.155 -0.950 0.669
H -1.704 3.203 4.292 0.044 -0.180 -0.345
H -1.902 4.360 2.992 0.100 -0.654 -0.202
H -2.885 2.881 3.009 -0.061 0.064 -0.006
H 0.274 1.784 4.062 0.047 0.007 0.043
H 2.661 -1.627 -4.170 -0.296 0.204 0.221
H 2.015 0.052 -6.031 -0.080 1.230 1.015
H 1.349 1.690 -5.487 0.314 -0.517 -0.059
H 3.071 1.278 -5.217 -0.811 -0.382 0.285
H 0.347 -3.705 -4.046 0.015 0.072 0.094
H 2.101 -3.722 -4.352 -0.247 -0.235 0.403
H 1.316 -5.024 -3.372 0.119 0.331 -0.442
H -0.567 -3.763 -1.730 0.361 0.088 -0.026
H 0.609 -4.850 -0.999 0.169 0.738 0.063
H 0.382 -3.102 -0.416 0.060 -0.621 0.271
H 3.735 -3.117 -2.275 -0.124 -0.335 0.164
H 3.043 -3.030 -0.622 -0.210 0.077 -0.689
H 3.069 -4.572 -1.385 0.118 0.247 -0.589
H -5.319 -1.115 0.236 -0.667 -0.184 0.164
H -5.806 -1.261 -2.824 0.763 1.160 0.765
H -6.328 0.166 -1.942 -0.152 0.427 0.346
H -5.144 0.314 -3.282 -0.367 0.282 -0.059
H -4.417 -0.324 2.786 0.303 -0.296 -0.095
H -3.538 -1.217 3.999 0.177 -0.349 -0.348
H -2.689 -0.102 2.937 0.391 0.154 -0.058
H -5.307 -2.543 1.681 0.021 -0.104 0.384
H -4.177 -3.827 1.167 -0.034 1.056 0.786
H -4.364 -3.492 2.919 -0.238 0.525 -0.790
H -1.028 -1.871 2.144 -0.635 -0.730 0.018
H -1.814 -3.204 3.059 -0.156 0.122 -0.115
H -1.642 -3.340 1.281 0.014 0.395 0.580
H 3.326 2.200 3.135 0.118 -0.133 -0.524
H 2.603 1.696 4.565 -0.417 -0.399 0.320
H 4.013 0.791 3.980 -1.124 0.472 -0.355
H 3.581 0.704 1.096 -0.602 -0.108 0.490
H 3.985 -0.678 2.033 -0.340 -0.067 0.290
H 2.576 -0.729 0.970 -0.017 -0.135 0.084
H 1.036 -0.589 4.445 -0.174 0.183 -0.352
H 0.959 -1.492 2.877 0.488 0.751 0.391
H 2.367 -1.534 3.939 0.114 0.222 -0.270
C 3.776 5.669 0.398 -0.225 0.018 0.370
S 2.210 5.084 -0.303 -0.295 -0.025 0.898
C 2.770 3.483 -0.942 1.529 0.439 -0.985
O 1.805 5.974 -1.410 0.183 -0.158 -0.471
H 4.593 5.656 -0.330 -0.203 -0.006 0.093
H 3.996 5.033 1.280 -0.029 0.328 -0.541
H 3.570 6.699 0.742 0.156 -0.485 -0.192
H 3.885 3.458 -1.059 -0.939 -0.033 0.050
H 2.296 3.296 -1.917 0.466 0.467 0.557
H 2.448 2.706 -0.285 -0.142 -0.534 0.683
```
Forces are in eV/Å.

The HOMO energy (alpha / beta) is -12.938 / -12.937 eV. Its spin multiplicity is 3. The electronic energy comes out at -89273.338 eV. The HOMO-LUMO gap (alpha / beta) is 5.8943 / 4.2725 eV. Its charge is +2. Its LUMO energy (alpha / beta) is -7.04 / -8.66 eV. Its expectation value of S² is 2.019.

These are the Mulliken partial charges, in e, on atoms 1 to 2: number 1, Pd, carries -1.343; number 2, C, carries -1.866